Record 1
This record from the OMol25 dataset describes a structure of composition C5H7NO. The level of theory is ωB97M-V with the def2-TZVPD basis set.

```
14
Properties=species:S:1:pos:R:3:forces:R:3:nbo_charge:R:1
C 2.497723 0.063211 0.647228 0.2 -0.1 0.0 -0.4409
N 1.308399 0.874364 0.442336 -0.5 -0.2 -0.2 -0.4486
C 0.269240 0.325138 0.029860 0.4 0.3 0.2 0.5540
O 0.046516 -1.006020 -0.338858 0.1 -0.1 0.0 -0.4934
C -1.292904 -0.722842 -0.732080 -0.2 -0.3 -0.2 -0.0664
C -2.143520 0.258781 0.673646 0.0 0.3 0.0 -0.2041
C -1.144690 0.755304 -0.279787 -0.1 0.1 0.1 -0.3782
H 3.352930 0.560874 0.179934 -0.1 -0.1 0.1 0.2044
H 2.700010 0.004433 1.721988 0.0 0.0 -0.2 0.2088
H 2.416474 -0.956084 0.250352 0.0 0.2 0.1 0.1902
H -1.563149 -0.921710 -1.768696 0.1 0.1 0.1 0.2258
H -1.993670 -1.244838 -0.019111 -0.1 -0.3 -0.2 0.2697
H -3.118335 0.439108 0.171242 0.1 0.0 0.1 0.1391
H -1.335023 1.570280 -0.978058 0.0 -0.2 0.1 0.2397
```
Positions in Å, forces in eV/Å.

The frontier orbital gap is 9.709 eV. The multiplicity is 1. The calculation puts the energy above the lowest of the compared OMol25 structures with the same formula, charge and spin at 127.2 kcal per mole. For the HOMO energy, the calculation gives -9.0 eV. The max |F| is 0.011 hartree/bohr. The calculation puts the molecular weight at 97.1 g/mol.

Record 2
This record from the OMol25 dataset describes a structure of composition C5H7NO in a non-equilibrium geometry. The level of theory is ωB97M-V with the def2-TZVPD basis set.

```
14
Properties=species:S:1:pos:R:3:forces:R:3:nbo_charge:R:1
O 1.469259 2.255404 -0.134677 0.3 -0.8 -0.9 -0.5446
C 1.717425 1.438868 -0.893403 -0.2 1.1 0.8 0.4923
C 1.499037 -1.006296 0.357180 -0.1 -0.1 0.0 -0.3884
N 0.282006 -0.600917 0.042226 0.1 -0.1 0.0 -0.2257
C -0.774990 -0.075049 0.929573 0.0 0.1 0.2 -0.1944
C -1.603940 0.258622 -0.336513 -0.2 0.0 0.0 -0.4305
C -0.423867 -0.320850 -1.059171 0.1 -0.1 -0.1 -0.1452
H 2.150648 -1.355196 -0.431119 -0.1 0.0 0.1 0.2053
H 1.778467 -1.033936 1.400051 -0.1 -0.1 -0.1 0.1986
H -0.415835 0.779171 1.508442 -0.1 -0.1 -0.1 0.2097
H -1.181179 -0.848710 1.587260 0.1 0.1 -0.1 0.2090
H -1.787488 1.333302 -0.474465 0.0 -0.2 0.0 0.2031
H -2.558066 -0.276154 -0.415028 0.1 0.1 0.0 0.2004
H -0.151475 -0.548255 -2.080359 0.0 0.0 0.2 0.2105
```
Positions in Å, forces in eV/Å.

The frontier orbital gap is 7.915 eV. The multiplicity is 1. The calculation puts the energy above the lowest of the compared OMol25 structures with the same formula, charge and spin at 80.0 kcal per mole. For the HOMO energy, the calculation gives -6.8 eV. The max |F| is 0.027 hartree/bohr. The calculation puts the molecular weight at 97.1 g/mol.

Record 3
This record from the OMol25 dataset describes the molecule C5H7NO in a non-equilibrium geometry. The level of theory is ωB97M-V with the def2-TZVPD basis set.

```
14
Properties=species:S:1:pos:R:3:forces:R:3:nbo_charge:R:1
C -1.603288 -1.391017 0.014719 0.6 1.1 0.1 -0.2418
N 1.093280 0.465934 -2.678472 -0.2 -0.1 -0.4 -0.3271
C 0.960770 0.780005 -1.584904 1.4 -0.1 -1.2 0.3030
O -0.939686 -0.154871 -0.402818 -0.5 -0.5 0.0 -0.5401
C -0.190608 0.651027 0.468048 -0.5 -0.7 0.6 0.1201
C 1.191928 0.200612 0.841969 0.0 -0.5 0.2 -0.4198
C 0.994064 1.201147 -0.240037 -0.3 0.3 -0.2 -0.3691
H -2.141026 -1.801829 -0.864683 0.4 0.6 0.5 0.2073
H -0.873511 -2.143379 0.350809 -0.2 0.3 0.1 0.1766
H -2.301255 -1.112287 0.808552 -0.1 -0.5 0.0 0.1775
H -0.708489 1.337889 1.114790 -0.4 -0.1 0.3 0.1932
H 1.459300 -0.784851 0.521561 0.1 -0.4 0.0 0.2342
H 1.697548 0.565062 1.728471 -0.3 -0.1 0.0 0.2319
H 1.360973 2.186559 -0.078004 -0.1 0.7 0.1 0.2541
```
Positions in Å, forces in eV/Å.

The frontier orbital gap is 11.109 eV. The multiplicity is 1. The calculation puts the energy above the lowest of the compared OMol25 structures with the same formula, charge and spin at 55.2 kcal per mole. For the HOMO energy, the calculation gives -10.2 eV. The max |F| is 0.036 hartree/bohr. The calculation puts the molecular weight at 97.1 g/mol.

Record 4
This record from the OMol25 dataset describes a structure of composition C5H7NO in a non-equilibrium geometry. The level of theory is ωB97M-V with the def2-TZVPD basis set.

```
14
Properties=species:S:1:pos:R:3:forces:R:3:nbo_charge:R:1
O 1.677147 -0.464102 -1.057468 -2.0 -1.2 -1.2 -0.6903
C 1.253105 -0.100775 0.190389 -1.9 -1.0 1.2 0.1180
C 0.460674 1.174750 0.325613 0.1 0.3 -0.1 -0.1303
C -0.940632 0.902767 -0.112749 -0.2 0.0 -0.4 -0.1134
C -1.040623 -0.598781 -0.412185 1.2 -0.5 -2.5 -0.3456
C -0.248520 -0.726347 0.846570 2.1 -0.2 -0.8 -0.1053
N -0.524729 0.691960 1.305860 -0.5 -0.2 0.1 -0.3587
H 0.757295 -0.804827 -1.573521 3.5 1.3 1.6 0.4330
H 1.950467 -0.328454 1.002935 0.3 0.4 -0.5 0.1938
H 0.831825 2.196952 0.367949 0.0 -0.2 0.0 0.2166
H -1.634325 1.695996 -0.378136 0.2 -0.2 0.0 0.2242
H -0.378418 -1.009378 -1.446120 -2.3 0.8 2.2 0.0962
H -1.962136 -1.104055 -0.672398 -0.4 0.3 0.8 0.2426
H -0.257292 -1.560983 1.561979 0.0 0.4 -0.4 0.2193
```
Positions in Å, forces in eV/Å.

The frontier orbital gap is 10.558 eV. The multiplicity is 1. The calculation puts the energy above the lowest of the compared OMol25 structures with the same formula, charge and spin at 109.3 kcal per mole. For the HOMO energy, the calculation gives -9.7 eV. The max |F| is 0.080 hartree/bohr. The calculation puts the molecular weight at 97.1 g/mol.

Record 5
This record from the OMol25 dataset describes the molecule C5H7NO. The level of theory is ωB97M-V with the def2-TZVPD basis set.

```
14
Properties=species:S:1:pos:R:3:forces:R:3:nbo_charge:R:1
C 0.186193 -1.644862 -1.258819 0.0 -0.1 -0.1 -0.6164
C 0.187682 -0.491955 -0.287676 0.2 0.0 0.2 -0.0979
C -0.790760 0.588003 -0.490541 -0.1 0.2 0.1 -0.4549
C -0.976495 1.606376 0.328645 -0.2 0.3 0.2 0.4338
N -1.273536 2.467390 1.154601 0.1 -0.4 -0.4 -0.6409
O 1.057552 0.475571 1.724885 0.0 0.0 0.2 -0.6920
C 1.052786 -0.466047 0.734123 0.0 -0.2 -0.3 0.1276
H 1.155307 -2.153968 -1.273280 -0.1 0.1 0.1 0.2202
H -0.569110 -2.393010 -0.987574 0.1 0.2 0.0 0.2161
H -0.037483 -1.321833 -2.281365 0.1 0.0 0.2 0.2103
H -1.349193 0.621344 -1.421304 0.0 0.0 0.1 0.2530
H -0.677768 3.294852 1.164004 -0.1 0.0 -0.1 0.3802
H 1.873554 -1.168453 0.830823 -0.1 -0.1 -0.1 0.1729
H 0.161272 0.586593 2.063477 0.1 0.1 0.0 0.4880
```
Positions in Å, forces in eV/Å.

The frontier orbital gap is 8.831 eV. The multiplicity is 1. The calculation puts the energy above the lowest of the compared OMol25 structures with the same formula, charge and spin at 48.6 kcal per mole. For the HOMO energy, the calculation gives -8.0 eV. The max |F| is 0.012 hartree/bohr. The calculation puts the molecular weight at 97.1 g/mol.

Record 6
This record from the OMol25 dataset describes the molecule C5H7NO in a non-equilibrium geometry. The level of theory is ωB97M-V with the def2-TZVPD basis set.

```
14
Properties=species:S:1:pos:R:3:forces:R:3:nbo_charge:R:1
C 1.940730 -0.661624 0.123553 -0.2 0.4 0.8 -0.5811
C 0.385895 -0.072698 0.109252 0.6 -0.6 -1.0 -0.3120
C -0.806727 -0.893570 0.158314 0.3 0.0 -0.2 0.1193
N -1.867542 -0.115587 0.045356 0.3 -0.1 0.1 -0.5298
C -1.517759 1.321283 -0.060727 0.4 -0.1 0.3 0.5595
O -2.412398 2.153011 -0.187495 0.3 -0.2 0.1 -0.6793
C -0.111670 1.312012 0.033646 0.2 -0.1 0.1 -0.4931
H 2.430793 -0.881158 -0.863381 -0.9 0.4 0.6 0.2180
H 1.995625 -1.594782 0.684745 0.0 0.3 0.3 0.2330
H 2.515592 0.148288 0.543731 0.3 -0.1 0.5 0.2460
H -0.839683 -1.968745 0.048328 -0.1 0.0 0.2 0.2133
H -2.843956 -0.401294 0.021982 0.4 -0.1 -0.1 0.4268
H 0.439272 2.227979 0.198494 0.1 -0.3 -0.3 0.2321
H 0.691828 -0.573113 -0.855799 -1.8 0.5 -1.4 0.3472
```
Positions in Å, forces in eV/Å.

The frontier orbital gap is 7.469 eV. The multiplicity is 1. The calculation puts the energy above the lowest of the compared OMol25 structures with the same formula, charge and spin at 81.7 kcal per mole. For the HOMO energy, the calculation gives -7.1 eV. The max |F| is 0.045 hartree/bohr. The calculation puts the molecular weight at 97.1 g/mol.